# 1
DFT (ωB97M-V/def2-TZVPD) results for an isolated molecule of C5H9F2N at a distorted geometry.

Output
Relative energy (zero: lowest compared OMol25 entry of this formula, charge and spin): 339.8 kJ/mol
Energy: -12251.8584 eV
Kohn-Sham gap (spin up / spin down): 0.318 / 0.246 Eh
Max |F|: 0.113 Eh/bohr
HOMO energy (spin up / spin down): -8.1 / -6.6 eV

```
17
Properties=species:S:1:pos:R:3:mulliken_charge:R:1
C 0.03717 0.78693 -0.96804 -0.65
C 0.44235 -0.27174 0.00655 1.78
C 1.99707 -0.20206 0.39029 -0.11
C 0.29771 -1.56601 -0.60304 -1.52
C -0.29338 -0.05632 1.32736 -1.70
N -0.03050 2.03963 -0.71626 -0.25
F 2.82554 -0.59062 -0.63385 -0.24
F 2.56348 1.06773 0.64575 -0.26
H 0.24696 0.50416 -2.07459 0.22
H 0.47226 -2.36199 0.27786 0.31
H 0.93618 -1.68230 -1.47946 0.41
H -0.85810 -1.53333 -0.90642 0.32
H 0.35879 0.44792 2.00685 0.40
H -0.44158 -1.07402 1.72950 0.40
H -1.18328 0.46316 1.10270 0.39
H -0.21434 2.30416 0.24082 0.23
H 0.22228 2.79671 -1.46386 0.26
```

***

# 2
DFT (ωB97M-V/def2-TZVPD) results for an isolated molecule of C5H9F2N at a distorted geometry.

Output
Relative energy (zero: lowest compared OMol25 entry of this formula, charge and spin): 300.9 kJ/mol
Energy: -12252.2610 eV
Kohn-Sham gap (spin up / spin down): 0.285 / 0.286 Eh
Max |F|: 0.083 Eh/bohr
HOMO energy (spin up / spin down): -7.8 / -7.8 eV

```
17
Properties=species:S:1:pos:R:3:mulliken_charge:R:1
C -0.06013 0.75704 0.97462 -0.32
C -0.38528 -0.20381 0.04009 1.22
C -2.21828 -0.23208 -0.35891 -0.06
C -0.19285 -1.67952 0.53627 -1.51
C 0.04844 0.06348 -1.38386 -1.60
N 0.44092 2.05856 0.77522 -0.41
F -2.97945 -0.35873 0.83396 -0.24
F -2.60865 1.00155 -0.71036 -0.19
H -0.32359 0.57553 2.02793 0.30
H -0.75566 -2.37799 -0.04008 0.38
H -0.60024 -1.70695 1.54258 0.41
H 0.81208 -2.06175 0.82422 0.37
H -0.04169 1.14778 -1.54734 0.39
H -0.64695 -0.47169 -2.06221 0.37
H 1.06215 -0.13467 -1.55043 0.41
H 0.74356 2.48586 -0.15220 0.25
H 0.08141 2.72511 1.35034 0.23
```

***

# 3
DFT (ωB97M-V/def2-TZVPD) results for an isolated molecule of C5H9FO2 at a distorted geometry.

Output
Relative energy (zero: lowest compared OMol25 entry of this formula, charge and spin): 150.0 kJ/mol
Energy: -12141.8716 eV
Kohn-Sham gap: 0.366 Eh
Max |F|: 0.026 Eh/bohr
Structure (SMILES): C=CO[C@H](CF)OC
HOMO energy: -8.9 eV

```
17
Properties=species:S:1:pos:R:3:mulliken_charge:R:1
C -0.55734 2.17670 0.92929 -0.67
C -0.50128 -0.11333 0.55606 0.11
C -1.42202 -1.32348 0.56402 -0.40
C 1.29439 -0.65610 -0.88576 0.20
C 1.91327 -0.67663 -2.06817 -0.80
H -0.02287 2.41964 0.00091 0.27
H -1.27813 2.98272 1.13307 0.26
H 0.16624 2.12639 1.75546 0.29
H 0.27389 -0.23992 1.35000 0.42
H -2.11328 -1.25932 -0.27547 0.28
H -1.95408 -1.38809 1.49649 0.30
H 1.65890 -1.17730 -0.00392 0.28
H 2.85501 -1.22893 -2.15627 0.23
H 1.49411 -0.18407 -2.91573 0.28
O -1.28762 0.98255 0.80800 -0.39
O 0.12815 0.01925 -0.70118 -0.38
F -0.64737 -2.46009 0.41320 -0.31
```